(1)
This record from the OMol25 dataset describes a cluster of 9 separate species, C39H98N4O10P3S8 in total. The level of theory is the ωB97M-V functional and the def2-TZVPD basis.

Positions of all 162 atoms, in Å:
C 0.04810 3.21164 -0.02612
C -0.33816 2.13877 0.32642
C -0.83847 0.83580 0.72978
P -1.80640 1.24577 2.33990
N -2.68812 2.66296 1.85732
O -2.99180 0.11388 2.45500
N -1.62758 0.30609 -0.47642
C -3.01719 0.83092 -0.66227
C -3.09254 2.22221 -1.26865
C -2.50843 2.30638 -2.69417
C -1.66413 -1.18490 -0.58915
C -0.22404 -1.66375 -0.54121
C 0.03770 -3.00850 -1.22975
C 1.31345 -3.70911 -0.73681
C 1.83974 -4.69236 -1.78879
C 2.82007 -4.03824 -2.79698
C 2.11874 -3.68993 -4.13707
C 3.01034 -3.87253 -5.38488
C 2.95087 -2.63261 -6.29505
C 1.53124 -2.30788 -6.81124
C 0.89979 -1.06261 -6.15453
C -0.15210 -0.37081 -7.05118
N 0.29881 -1.49775 0.79640
C -0.40697 -2.19460 1.89127
C -1.10994 -3.52415 1.59963
N -2.04101 -3.75269 2.73041
C 0.48566 -0.08969 1.05646
P 2.01286 0.47828 0.13557
O 3.07130 -0.55372 0.13411
P 0.96739 0.13221 2.92012
C 2.49468 -0.89499 3.07545
C 1.59755 1.84101 3.17255
H 0.11609 4.24781 -0.27973
H -3.68139 2.56474 2.05473
H -2.37234 3.42761 2.44410
H -3.86514 0.50625 2.57060
H -1.12014 0.59908 -1.31664
H -3.49303 0.15907 -1.37819
H -3.62291 0.77643 0.23508
H -2.64875 2.97952 -0.63124
H -4.15565 2.46373 -1.30970
H -2.10426 1.35165 -3.04119
H -1.70599 3.04192 -2.71011
H -3.24381 2.62114 -3.42927
H -2.06140 -1.46551 -1.56423
H -2.32339 -1.62107 0.15492
H 0.29576 -0.96572 -1.20721
H -0.80711 -3.69543 -1.14798
H 0.17548 -2.85059 -2.30167
H 1.10900 -4.25887 0.18085
H 2.05947 -2.95282 -0.49019
H 0.99006 -5.15828 -2.29169
H 2.36786 -5.49651 -1.27344
H 3.64448 -4.72143 -2.98147
H 3.14832 -3.10688 -2.33994
H 1.79750 -2.65086 -4.06090
H 1.22932 -4.30856 -4.25425
H 2.61467 -4.70690 -5.96290
H 4.04541 -4.05697 -5.10157
H 3.31254 -1.78602 -5.70574
H 3.62190 -2.77749 -7.14181
H 0.85782 -3.14235 -6.59989
H 1.57985 -2.14818 -7.88664
H 0.41467 -1.35257 -5.22206
H 1.69358 -0.35274 -5.92123
H 0.03651 0.69965 -7.10676
H -1.14643 -0.49393 -6.61916
H -0.18232 -0.79010 -8.05413
H -1.15343 -1.58211 2.40525
H 0.32628 -2.42771 2.66302
H -0.42704 -4.36813 1.59156
H -1.68221 -3.52800 0.67262
H -2.95384 -3.39397 2.48115
H -2.12027 -4.74031 2.92642
H 2.41811 1.71713 0.64014
H 1.59033 0.69818 -1.20322
H 2.45277 -1.36952 4.05316
H 3.39939 -0.28681 3.04990
H 2.57535 -1.61704 2.26764
H 0.92951 2.62575 2.83240
H 1.69685 1.95169 4.25269
H 2.60225 1.93673 2.76196
C 1.34957 4.51391 8.39707
S 1.39282 3.71190 6.80200
O 2.07969 2.39945 6.96853
C 2.58207 4.84962 6.07774
H 0.69337 3.94698 9.04964
H 2.35273 4.54154 8.82229
H 0.95659 5.52403 8.28086
H 3.49499 4.84584 6.67428
H 2.15196 5.85180 6.04658
H 2.79830 4.51152 5.06500
C 3.26555 8.10657 10.76130
S 3.30521 7.29801 9.15892
O 4.00460 5.99422 9.34491
C 4.47921 8.41332 8.39789
H 2.60852 7.53259 11.41145
H 4.27042 8.13193 11.18248
H 2.87319 9.11662 10.64541
H 5.40391 8.41813 8.97696
H 4.05085 9.41334 8.35004
H 4.67219 8.06077 7.39036
C -3.95727 4.91634 9.96780
S -2.17161 4.90842 9.76674
O -1.83617 5.87088 8.68548
C -2.11088 3.25082 9.06181
H -4.24546 5.88620 10.36755
H -4.43514 4.76005 9.00068
H -4.24556 4.13280 10.66821
H -2.72161 3.21817 8.15921
H -2.47769 2.53481 9.79710
H -1.08209 3.01462 8.81219
C -0.32793 -5.42907 -8.74442
S 1.46626 -5.35738 -8.64339
O 1.92640 -4.41041 -9.69226
C 1.75613 -7.01932 -9.25132
H -0.71974 -4.46010 -8.43986
H -0.62904 -5.64173 -9.77023
H -0.69745 -6.20196 -8.07007
H 1.31508 -7.13158 -10.24255
H 1.32175 -7.74050 -8.55944
H 2.83012 -7.17881 -9.30501
C 3.03928 9.81950 3.04431
S 4.05540 8.84625 4.16077
O 3.53750 9.08294 5.53551
C 5.54179 9.83721 3.98151
H 2.03940 9.39076 3.04270
H 2.99620 10.85098 3.39350
H 3.45894 9.77328 2.03939
H 5.33078 10.86748 4.26767
H 5.88614 9.78979 2.94859
H 6.30258 9.42102 4.63848
C -6.70996 -3.16137 -0.61733
S -4.92176 -3.11945 -0.62161
O -4.49356 -2.17763 -1.70621
C -4.67346 -4.78568 -1.23611
H -7.07590 -2.19025 -0.29946
H -7.07874 -3.37622 -1.61722
H -7.05081 -3.92210 0.08396
H -5.16615 -4.89376 -2.20202
H -5.08010 -5.49698 -0.51788
H -3.60323 -4.95141 -1.34801
C -9.28668 -0.03438 -2.03425
S -10.34560 -1.43334 -1.64336
O -9.45404 -2.54300 -1.20470
C -10.82724 -1.78688 -3.33535
H -8.84367 0.31936 -1.10522
H -8.50101 -0.34819 -2.72245
H -9.88646 0.76058 -2.47658
H -9.93920 -1.98402 -3.93595
H -11.38093 -0.93896 -3.73788
H -11.46640 -2.66686 -3.32295
C 6.86268 -6.60096 -6.98024
S 5.79335 -7.21259 -8.28657
O 4.66562 -7.93153 -7.63408
C 6.93394 -8.45546 -8.90267
H 6.31864 -5.83129 -6.43662
H 7.12039 -7.41735 -6.30546
H 7.76199 -6.17089 -7.42073
H 7.18744 -9.14930 -8.10114
H 7.83071 -7.96592 -9.28203
H 6.44057 -8.99085 -9.71085

Forces on atoms 1 to 2 (eV/Å):
C -0.370 0.857 -0.067
C -0.216 -0.309 0.192

Calculated values
E_LUMO = -2.154 eV
net charge = +1
energy above the lowest of the compared OMol25 structures with the same formula, charge and spin = 0.0 kcal per mole
strongest force on any atom = 0.029 hartree/bohr
2S+1 = 1
DFT total energy = -183001.6425 eV



(2)
This record from the OMol25 dataset describes a cluster of 8 separate species, C39H99F3N15O14P5 in total. The level of theory is the ωB97M-V functional and the def2-TZVPD basis.

Positions of all 175 atoms, in Å:
C 1.51497 19.95590 -11.73007
C 1.87995 20.66378 -10.43815
O 2.99497 19.93766 -9.96450
C 3.13325 18.77513 -10.64674
O 4.07865 18.04792 -10.62039
O 2.14457 18.65565 -11.55920
F 0.79112 20.52630 -9.60961
H 1.89055 20.33214 -12.67974
H 0.47555 19.62930 -11.72739
H 2.24431 21.68829 -10.47336
C 7.68113 16.45233 -11.20168
C 6.33103 16.20948 -11.82245
O 6.55867 15.11280 -12.67302
C 7.89254 14.98900 -12.93082
O 8.33988 14.29494 -13.77411
O 8.59020 15.82146 -12.10573
F 5.98020 17.30607 -12.55062
H 7.76804 15.98473 -10.21811
H 7.91812 17.49638 -11.02250
H 5.64440 15.96123 -11.01260
C 5.42386 11.66349 -12.79659
C 5.13172 12.48828 -14.02743
O 3.96350 11.86996 -14.50150
C 3.31558 11.31971 -13.42812
O 2.24599 10.83124 -13.46265
O 4.08267 11.50291 -12.28275
F 6.18493 12.22314 -14.86505
H 6.12704 12.07038 -12.07732
H 5.69837 10.64469 -13.07404
H 4.99066 13.55724 -13.87995
O 0.65657 15.87493 -7.78948
P 0.53066 14.64634 -8.56865
N 0.33088 13.14322 -7.79846
C 0.15426 11.88489 -8.45795
C 0.85739 13.05153 -6.42814
N 1.95428 14.40149 -9.47524
C 2.95481 15.43339 -9.59086
C 2.28956 13.24575 -10.29110
N -0.76497 14.51156 -9.62226
C -0.65771 14.92744 -11.01569
C -2.13185 14.44549 -9.14322
H -0.13779 11.95770 -9.50114
H -0.65980 11.34896 -7.94746
H 0.96288 11.14336 -8.41230
H 1.28997 13.99199 -6.10110
H 1.60400 12.25023 -6.52308
H 0.14284 12.63908 -5.70984
H 3.87890 15.30189 -9.01620
H 3.14193 15.74970 -10.61444
H 2.70200 16.28876 -8.95077
H 2.90937 13.57730 -11.12422
H 2.79299 12.38888 -9.83560
H 1.37617 12.83812 -10.72924
H -1.51308 14.60063 -11.60192
H -0.41191 15.98522 -11.14603
H 0.17519 14.37536 -11.46547
H -2.54030 15.39439 -8.77572
H -2.24022 13.71906 -8.33325
H -2.93311 14.12435 -9.81549
O 14.94300 14.80877 -14.97505
P 13.94373 15.69296 -14.32856
N 12.42621 15.00086 -14.19088
C 11.50817 15.58964 -13.25098
C 12.09480 13.63140 -14.60804
N 13.77226 17.18812 -15.14736
C 12.73190 17.26796 -16.15168
C 15.01560 17.81830 -15.61472
N 14.29534 16.23070 -12.77350
C 15.12787 15.36080 -11.92360
C 13.91667 17.52159 -12.18955
H 10.50594 15.47659 -13.67105
H 11.56932 16.67025 -13.12372
H 11.47203 15.16625 -12.24062
H 11.03719 13.65136 -14.86102
H 12.31868 12.99989 -13.74092
H 12.73526 13.21690 -15.38217
H 11.73538 16.87471 -15.95440
H 12.62395 18.21032 -16.69128
H 13.06713 16.58735 -16.96168
H 15.71827 17.91154 -14.78358
H 15.49042 17.05178 -16.24104
H 14.80278 18.77211 -16.08365
H 14.92486 15.62510 -10.88346
H 14.69252 14.36132 -11.97780
H 16.18548 15.44783 -12.15577
H 13.83731 18.31636 -12.92619
H 14.73346 17.86801 -11.54706
H 13.05280 17.40808 -11.53323
O 9.01362 19.07575 -9.88560
P 9.22273 20.43521 -9.37746
N 10.71171 20.68802 -8.63814
C 11.75645 19.68316 -8.65972
C 11.02706 21.93206 -7.91887
N 8.17134 21.09396 -8.22320
C 8.29145 20.42009 -6.93039
C 6.74968 21.31874 -8.54670
N 9.08636 21.52167 -10.69058
C 9.13725 22.97445 -10.56100
C 9.82345 21.07105 -11.88789
H 11.32029 18.67475 -8.61838
H 12.33089 19.66286 -7.73423
H 12.23844 19.67380 -9.64010
H 11.60183 21.63409 -7.04159
H 10.15827 22.54021 -7.69292
H 11.69054 22.50760 -8.57368
H 7.73767 19.47527 -7.02118
H 9.30944 20.09400 -6.73358
H 7.77120 20.98097 -6.15416
H 6.35202 21.94952 -7.75337
H 6.69959 21.70954 -9.55923
H 6.26485 20.33597 -8.49821
H 8.78261 23.45844 -11.47038
H 8.38828 23.28549 -9.82849
H 10.14875 23.31103 -10.32109
H 9.11619 20.39997 -12.37686
H 10.73298 20.49110 -11.69858
H 10.12108 21.88232 -12.54744
O 6.51178 14.64725 -8.58282
P 6.53687 14.97179 -7.10989
N 8.13174 15.37953 -6.69987
C 8.33646 15.85879 -5.33780
C 9.19068 14.63001 -7.38327
N 6.18356 13.67657 -6.10112
C 5.80367 13.88782 -4.72360
C 5.62119 12.50400 -6.74918
N 5.48311 16.23814 -6.67416
C 5.66178 17.61459 -7.07299
C 4.10986 15.92081 -6.13179
H 9.24629 16.41817 -5.11056
H 8.27866 15.09086 -4.55841
H 7.51972 16.56830 -5.18536
H 9.01690 14.76398 -8.45000
H 9.13645 13.57235 -7.11722
H 10.16443 15.07662 -7.19068
H 6.44941 13.28919 -4.06716
H 5.71316 14.92801 -4.43558
H 4.85726 13.37568 -4.49306
H 4.52235 12.56592 -6.79595
H 5.87647 12.47349 -7.80668
H 5.85936 11.56738 -6.24531
H 5.04040 18.36254 -6.58505
H 6.71447 17.84803 -6.89347
H 5.53945 17.71546 -8.15891
H 3.97713 14.88498 -5.83627
H 3.38166 16.11192 -6.91775
H 4.03948 16.56953 -5.26036
O 3.14083 21.60800 -11.79733
P 4.07732 22.10222 -12.83962
N 5.32636 21.00625 -13.22291
C 5.74642 20.65216 -14.56447
C 5.92148 20.25116 -12.12319
N 4.76686 23.55640 -12.37372
C 3.86603 24.71427 -12.23040
C 5.99357 23.57716 -11.59790
N 3.26936 22.50280 -14.25676
C 2.50327 21.43608 -14.91507
C 4.05186 23.32150 -15.22270
H 6.54131 19.90855 -14.62625
H 6.02602 21.46695 -15.23151
H 4.91959 20.13771 -15.06470
H 6.99745 20.13114 -12.25329
H 5.55556 19.22384 -12.06396
H 5.72850 20.76662 -11.18520
H 4.25055 25.58856 -12.75759
H 2.91467 24.47588 -12.70217
H 3.72671 24.92724 -11.17088
H 6.40661 24.57607 -11.45587
H 5.84815 23.12368 -10.61089
H 6.77546 23.00416 -12.09778
H 2.06833 20.73765 -14.20549
H 1.78218 21.98130 -15.52824
H 3.09992 20.85470 -15.62342
H 3.61518 24.31609 -15.10585
H 3.86278 23.02755 -16.25524
H 5.12350 23.31546 -15.05336

Forces on atoms 1 to 2 (eV/Å):
C -1.120 -2.250 -0.122
C -0.760 -0.062 0.832

Calculated values
E_LUMO = 0.317 eV
energy above the lowest of the compared OMol25 structures with the same formula, charge and spin = 89.8 kcal per mole
strongest force on any atom = 0.096 hartree/bohr
2S+1 = 1
SMILES = CN(C)P(=O)(N(C)C)N(C)C.CN(C)P(=O)(N(C)C)N(C)C.CN(C)P(=O)(N(C)C)N(C)C.CN(C)P(=O)(N(C)C)N(C)C.CN(C)P(=O)(N(C)C)N(C)C.O=C1OC[C@@H](F)O1.O=C1OC[C@@H](F)O1.O=C1OC[C@@H](F)O1
DFT total energy = -147665.6090 eV